No. 1
A structure of composition C15H19NO4Sr at a distorted geometry. Source: the Open Molecules 2025 dataset; level of theory: ωB97M-V/def2-TZVPD.

Calculated values
LUMO level: -8.8 eV
HOMO-LUMO gap: 4.6 eV
HOMO energy: -0.494 hartree
charge: +2
total energy: -26360.4280 eV

Geometry (Å):
N  -3.468  -2.420  -0.681
C  -3.142  -2.194  -2.121
C  -1.681  -2.725  -2.431
C  -0.698  -1.483  -2.262
C  0.730  -1.926  -1.736
C  0.982  -1.636  -0.218
C  2.393  -2.324  0.120
O  3.248  -1.230  0.533
C  2.381  -0.416  1.285
O  2.528  -0.091  2.416
C  1.220  -0.143  0.250
O  1.704  0.813  -0.716
C  1.202  2.057  -0.516
O  0.982  2.749  -1.492
C  0.854  2.639  0.868
C  -0.610  3.010  1.108
C  -0.956  3.539  2.479
C  0.048  3.701  3.537
C  1.438  3.353  3.251
C  1.816  2.827  1.933
H  -4.367  -1.942  -0.547
H  -3.668  -3.416  -0.563
H  -3.105  -1.079  -2.270
H  -3.921  -2.579  -2.825
H  -1.652  -3.129  -3.479
H  -1.404  -3.576  -1.759
H  -0.551  -1.082  -3.303
H  -1.123  -0.719  -1.563
H  0.771  -3.046  -1.853
H  1.582  -1.533  -2.345
H  0.231  -2.061  0.491
H  2.287  -3.051  0.974
H  2.750  -2.965  -0.716
H  0.294  0.079  0.834
H  -1.379  2.868  0.267
H  -2.032  3.771  2.677
H  -0.309  4.062  4.527
H  2.199  3.451  4.054
H  2.877  2.530  1.746
Sr  -0.447  5.316  0.048

Forces on atoms 1 to 2 (eV/Å):
N -0.53 0.25 -1.00
C 0.67 0.17 -0.09

***

No. 2
An isolated molecule of C15H19NO5S2 at a distorted geometry. Source: the Open Molecules 2025 dataset; level of theory: ωB97M-V/def2-TZVPD.

Calculated values
LUMO level: 0.6 eV
HOMO-LUMO gap: 9.1 eV
HOMO energy: -0.310 hartree
total energy: -49259.5748 eV
SMILES: COc1ccc(S(=O)(=O)NCCSCc2ccco2)cc1OC

Geometry (Å):
C  2.978  3.648  -3.468
O  3.197  2.337  -3.004
C  2.143  1.629  -2.535
C  0.840  2.096  -2.453
C  -0.170  1.283  -1.952
C  0.139  0.012  -1.534
S  -1.111  -1.065  -0.870
O  -1.232  -2.247  -1.668
O  -2.311  -0.303  -0.623
N  -0.381  -1.525  0.573
C  -0.895  -2.754  1.139
C  -2.334  -2.654  1.637
S  -2.513  -1.712  3.190
C  -2.760  0.025  2.615
C  -1.523  0.835  2.690
C  -0.799  1.446  1.702
C  0.299  2.067  2.346
C  0.162  1.786  3.669
O  -0.936  1.045  3.886
C  1.430  -0.487  -1.608
C  2.445  0.309  -2.107
O  3.741  -0.062  -2.228
C  4.098  -1.370  -1.841
H  3.951  4.006  -3.799
H  2.280  3.665  -4.311
H  2.604  4.300  -2.672
H  0.595  3.093  -2.780
H  -1.188  1.632  -1.890
H  -0.406  -0.752  1.229
H  -0.852  -3.491  0.333
H  -0.233  -3.064  1.952
H  -2.714  -3.648  1.873
H  -2.967  -2.193  0.880
H  -3.122  -0.007  1.589
H  -3.527  0.424  3.280
H  -1.040  1.465  0.659
H  1.076  2.639  1.881
H  0.753  2.046  4.525
H  1.598  -1.495  -1.270
H  5.166  -1.450  -2.037
H  3.562  -2.121  -2.429
H  3.909  -1.538  -0.777

Forces on atoms 1 to 2 (eV/Å):
C -0.04 0.24 -0.08
O -0.09 -0.41 0.18

***

No. 3
A structure of composition C15H19NOOsS9. Source: the Open Molecules 2025 dataset; level of theory: ωB97M-V/def2-TZVPD.

Calculated values
LUMO level (alpha / beta): -3.6 / -4.3 eV
HOMO-LUMO gap (alpha / beta): 6.9 / 6.2 eV
HOMO energy (alpha / beta): -0.386 / -0.387 hartree
charge: +1
<S²>: 0.76
total energy: -119379.3099 eV
spin multiplicity: 2

Geometry (Å):
Os  0.063  -0.709  -0.098
O  -0.134  -0.526  1.923
N  0.747  -1.239  2.674
C  0.779  -0.922  3.987
C  1.602  -1.602  4.837
C  2.404  -2.626  4.320
C  2.351  -2.925  2.983
C  1.502  -2.210  2.130
S  1.348  -2.535  0.442
H  0.114  -0.119  4.267
H  1.621  -1.340  5.883
H  3.066  -3.177  4.972
H  2.957  -3.709  2.553
C  -0.604  1.509  -3.039
C  0.341  0.425  -3.545
S  0.903  -0.831  -2.333
C  2.647  -0.418  -2.060
C  2.854  0.896  -1.337
S  1.980  0.864  0.266
C  1.182  2.496  0.325
C  -0.092  2.635  -0.490
S  0.167  2.953  -2.261
H  -1.334  1.097  -2.342
H  -1.173  1.888  -3.889
H  1.242  0.860  -3.978
H  -0.152  -0.158  -4.323
H  3.167  -0.450  -3.017
H  3.010  -1.254  -1.457
H  2.454  1.734  -1.905
H  3.915  1.062  -1.153
H  1.938  3.223  0.025
H  0.971  2.661  1.382
H  -0.691  3.447  -0.076
H  -0.708  1.734  -0.408
C  -3.486  -0.569  1.961
S  -2.879  0.856  1.020
C  -3.146  0.326  -0.639
C  -2.721  -0.807  -1.231
S  -1.698  -2.075  -0.576
S  -3.205  -1.029  -2.903
C  -3.938  0.537  -3.138
S  -4.483  1.081  -4.567
S  -4.028  1.447  -1.649
H  -3.850  -0.178  2.909
H  -2.691  -1.290  2.126
H  -4.313  -1.031  1.427

Forces on atoms 1 to 2 (eV/Å):
Os 0.61 -0.05 0.34
O -0.11 0.19 -0.26

***

No. 4
A structure of composition C15H20AuN3O15P2. Source: the Open Molecules 2025 dataset; level of theory: ωB97M-V/def2-TZVPD.

Calculated values
LUMO level (alpha / beta): -0.8 / -2.5 eV
HOMO-LUMO gap (alpha / beta): 8.6 / 7.0 eV
HOMO energy (alpha / beta): -0.343 / -0.350 hartree
<S²>: 2.01
total energy: -73330.7006 eV
spin multiplicity: 3

Geometry (Å):
Au  -0.740  -0.287  -1.028
O  3.373  -0.103  0.715
C  2.496  -0.893  0.439
O  1.312  -0.800  1.004
C  2.622  -2.030  -0.509
C  3.833  -2.474  -0.988
C  3.850  -3.615  -1.779
C  2.697  -4.322  -2.068
C  1.489  -3.876  -1.564
C  1.408  -2.689  -0.796
O  0.292  -2.184  -0.346
N  0.302  -4.675  -1.842
O  -0.645  -4.591  -1.080
O  0.338  -5.399  -2.814
N  5.126  -4.111  -2.300
O  5.101  -5.120  -2.976
O  6.125  -3.480  -2.021
H  4.744  -1.945  -0.744
H  2.736  -5.218  -2.670
C  -3.630  -0.758  2.633
C  -2.814  -0.535  1.367
O  -1.431  -0.340  1.674
P  -3.349  0.941  0.427
O  -4.778  0.597  -0.111
O  -3.599  2.113  1.468
O  -2.320  1.347  -0.576
P  -3.086  -1.916  0.154
O  -2.336  -3.115  0.872
O  -4.556  -2.043  0.002
O  -2.326  -1.578  -1.130
H  -3.551  0.108  3.289
H  -3.243  -1.634  3.155
H  -4.676  -0.944  2.394
H  -1.022  -1.202  1.848
H  -4.913  -0.392  -0.215
H  -4.473  2.517  1.388
H  -1.692  -3.550  0.282
O  0.748  1.146  -1.204
C  0.927  2.055  -0.342
C  1.895  3.155  -0.681
C  1.248  4.563  -0.735
C  -0.211  4.633  -0.279
C  -0.405  4.400  1.220
C  0.420  3.219  1.726
N  0.321  2.086  0.821
H  2.340  2.893  -1.638
H  2.695  3.114  0.063
H  1.301  4.918  -1.765
H  1.848  5.254  -0.140
H  -0.802  3.903  -0.838
H  -0.615  5.612  -0.542
H  -1.463  4.221  1.423
H  -0.112  5.287  1.787
H  0.086  2.887  2.708
H  1.472  3.492  1.826
H  -0.357  1.360  1.036

Forces on atoms 1 to 2 (eV/Å):
Au -0.05 0.02 -0.17
O 0.19 0.03 0.03

***

No. 5
A structure of composition C15H20BClIrN4O2. Source: the Open Molecules 2025 dataset; level of theory: ωB97M-V/def2-TZVPD.

Calculated values
LUMO level (alpha / beta): -8.5 / -9.8 eV
HOMO-LUMO gap (alpha / beta): 6.2 / 4.8 eV
HOMO energy (alpha / beta): -0.538 / -0.537 hartree
charge: +2
<S²>: 1.20
total energy: -41953.7049 eV
spin multiplicity: 2

Geometry (Å):
Ir  -0.401  0.605  -0.361
Cl  -7.243  1.463  -2.560
C  -5.621  1.597  -2.170
C  -4.826  2.617  -2.751
C  -3.512  2.726  -2.422
C  -2.900  1.793  -1.512
O  -1.674  1.924  -1.253
C  -3.723  0.762  -0.916
C  -3.215  -0.182  0.049
O  -2.052  -0.269  0.480
C  -5.057  0.685  -1.245
H  -5.283  3.302  -3.454
H  -2.880  3.497  -2.842
H  -3.931  -0.905  0.451
H  -5.697  -0.066  -0.798
B  0.637  -1.603  -4.204
C  0.201  -0.725  -3.035
N  -0.109  -0.070  -2.121
H  -0.103  -2.563  -4.146
H  0.388  -1.001  -5.216
H  1.791  -1.890  -3.998
C  3.325  1.153  3.458
C  1.868  1.561  3.391
N  1.318  1.069  2.121
C  1.726  -0.055  1.515
N  1.092  -0.413  0.325
C  1.509  -1.682  -0.329
C  2.072  -2.672  0.665
C  3.198  -2.010  1.410
N  2.716  -0.761  2.019
C  3.429  -0.341  3.244
H  3.745  1.415  4.427
H  3.893  1.683  2.691
H  1.756  2.643  3.407
H  1.299  1.144  4.224
H  0.557  1.592  1.723
H  2.247  -1.438  -1.098
H  0.642  -2.090  -0.836
H  2.436  -3.552  0.137
H  1.294  -2.993  1.362
H  4.031  -1.772  0.743
H  3.581  -2.632  2.217
H  4.466  -0.646  3.122
H  3.014  -0.899  4.086

Forces on atoms 1 to 2 (eV/Å):
Ir -0.31 -0.48 0.58
Cl -0.05 0.00 -0.02

***

Energy above the lowest of the compared OMol25 structures with the same formula, charge and spin readings, ordered: 0.0; 0.0; 125.8; 0.0; 103.5 kJ/mol